1.
# C19H51N7O17

A structure of composition C19H51N7O17 at a distorted geometry (ωB97M-V/def2-TZVPD, the OMol25 dataset).

Geometry as XYZ:
```
94
Properties=species:S:1:pos:R:3:forces:R:3:lowdin_charge:R:1
C 4.43413 19.89201 -6.36935 -1.055 1.807 5.657 -0.1249
N 3.71559 20.85761 -5.38870 -1.994 -1.440 -1.490 -0.2126
O 3.56240 21.97643 -5.75917 -1.656 0.012 -1.510 0.0716
O 3.15560 20.42234 -4.34994 5.959 1.374 -6.192 -0.1555
H 5.48122 20.19440 -6.38545 -2.873 -0.820 1.294 0.0441
H 3.97421 19.89073 -7.35757 -0.483 0.665 2.154 0.0563
H 4.48005 18.86317 -6.01230 -0.240 3.323 3.905 0.0585
C 7.59004 19.73646 -4.76260 0.080 0.252 1.152 0.0398
N 6.62915 20.82402 -4.77459 0.713 0.328 1.236 -0.2863
O 6.94667 21.80592 -5.43176 1.744 0.335 4.860 0.0339
O 5.47414 20.59760 -4.35553 5.423 -0.052 -0.844 -0.1318
H 8.31415 19.92004 -5.55637 -1.358 1.060 0.961 0.0606
H 7.06006 18.80342 -4.95411 -0.415 0.300 0.098 0.1314
H 8.11633 19.65789 -3.81132 -0.363 0.254 0.295 0.1457
C 4.89853 19.13360 -2.71141 -0.404 -0.975 0.853 0.0439
N 3.81439 19.22690 -1.72255 0.605 -0.830 1.809 -0.3292
O 2.64995 19.35762 -2.07995 5.023 -7.512 3.241 -0.0826
O 4.15968 19.22775 -0.54194 -0.398 0.151 -0.596 0.0854
H 5.27400 18.11588 -2.60478 -0.126 -0.110 -0.281 0.1248
H 5.69602 19.79944 -2.38161 -0.366 -0.072 0.216 0.1137
H 4.50223 19.41579 -3.68681 -0.041 -1.561 1.489 0.0614
C 1.54350 18.63003 -4.43254 -0.664 -1.140 -0.728 0.0648
N 2.59652 18.04539 -5.34298 -2.258 0.062 2.521 -0.3287
O 2.64454 18.45783 -6.47740 -3.567 -0.788 0.477 0.0654
O 3.40328 17.32932 -4.75591 -0.079 0.289 -1.439 0.1082
H 0.87802 17.86274 -4.03695 0.451 -0.273 0.010 0.1285
H 0.92154 19.38381 -4.91533 0.269 -0.270 -0.545 0.1279
H 2.17590 19.12355 -3.69457 -1.099 -2.831 -0.391 0.0302
C 5.16449 23.03235 -4.46736 -0.249 2.493 1.292 0.0385
N 3.86843 23.57965 -3.90853 -0.636 -0.234 0.934 -0.3178
O 3.81992 24.73902 -3.57503 0.926 1.535 -0.362 0.0800
O 2.88646 22.88008 -3.70689 6.036 0.385 -4.158 -0.0330
H 5.25426 21.99752 -4.13697 -0.924 2.345 0.292 0.0389
H 5.97066 23.64902 -4.06997 -0.214 0.222 -0.029 0.1171
H 5.12241 23.09469 -5.55477 0.126 0.563 0.769 0.0908
C 1.86385 20.82002 -2.76899 -5.387 3.612 1.613 -0.1123
N 0.99761 22.02827 -2.97908 0.582 3.700 1.998 -0.3506
O -0.11691 21.90945 -3.45493 -0.353 -0.984 -0.825 0.0276
O 1.43453 23.16553 -2.65333 -5.115 -2.695 3.087 0.0225
H 1.98919 20.30864 -3.72339 -3.078 2.792 2.306 -0.0088
H 1.26986 20.17458 -2.12193 -1.479 1.843 -0.004 0.1450
H 2.85442 20.97021 -2.33967 -1.438 2.796 -0.433 0.1323
C 3.69628 22.60817 -9.57152 -0.982 -1.355 1.404 0.0729
N 3.09033 21.31256 -9.06170 2.101 0.166 -1.659 -0.3154
O 1.92305 21.22890 -9.11444 -2.382 -0.844 0.608 0.1614
O 3.86799 20.39081 -8.67713 -2.482 3.102 -3.418 -0.0528
H 2.92194 23.34464 -9.78627 -0.109 -0.515 -0.070 0.1141
H 4.37728 22.37837 -10.39100 -0.348 -0.070 0.282 0.1178
H 4.25810 22.85156 -8.66975 -0.662 0.536 -0.737 0.0913
C 6.73794 19.32429 -8.48909 3.474 -0.572 -2.103 -0.1179
C 7.68471 18.33252 -7.84112 -0.650 0.707 0.009 -0.1794
O 8.50410 19.13449 -7.01662 1.353 0.140 -0.836 -0.2056
C 9.27248 18.44713 -6.06436 1.286 -0.532 -0.402 -0.2944
C 10.47569 19.32685 -5.62488 -0.021 -0.953 -0.786 -0.0338
H 7.27137 19.91064 -9.23725 0.303 0.792 0.395 0.1330
H 6.03102 18.73830 -9.07645 2.884 4.759 0.295 0.0047
H 6.14834 19.86671 -7.74999 3.969 -2.351 -2.506 -0.0175
H 7.06172 17.69089 -7.21800 0.814 -0.354 -0.128 0.1041
H 8.28740 17.74071 -8.53006 0.083 -0.049 -0.139 0.1384
H 8.64048 18.24004 -5.20077 0.713 -0.998 -0.187 0.0786
H 9.56464 17.50024 -6.51839 0.441 -0.107 0.261 0.1351
H 10.94435 18.90628 -4.73517 -0.094 0.089 0.090 0.0838
H 10.22646 20.37650 -5.46927 -0.184 -0.116 0.109 0.0814
H 11.22208 19.30126 -6.41883 0.027 0.080 -0.010 0.0800
C 4.95621 18.17645 -7.27431 1.051 -5.644 -2.868 -0.1619
C 4.71233 17.88590 -8.75570 -0.574 -1.605 0.740 -0.2383
O 4.09561 16.65242 -8.93779 -0.057 -0.859 -1.825 -0.0907
C 4.28091 16.22329 -10.33171 -0.296 -0.150 1.046 -0.2502
C 3.67664 14.87538 -10.47150 -1.002 -1.052 1.154 -0.0984
H 5.54531 19.07957 -7.11486 -0.528 -3.804 -0.793 0.0272
H 3.99574 18.25633 -6.76517 1.448 -3.392 -3.291 -0.0116
H 5.52800 17.36304 -6.82764 -0.402 -0.434 0.096 0.1303
H 4.16789 18.73267 -9.17363 -0.015 -0.850 -0.487 0.1275
H 5.71902 17.91823 -9.17237 -2.499 -4.950 -1.243 0.0679
H 3.81084 16.91221 -11.03351 -0.032 0.369 0.134 0.1213
H 5.32432 16.09376 -10.61912 0.445 0.632 0.394 0.1167
H 3.76023 14.45416 -11.47334 -0.192 0.096 0.090 0.0822
H 2.66505 14.87248 -10.06557 -0.554 0.338 -0.842 0.0785
H 4.06308 14.17197 -9.73395 0.946 -0.062 -0.242 0.0769
C 5.43719 25.24670 -10.14274 -0.984 -0.835 -0.418 -0.0715
C 6.49299 24.30836 -9.62045 0.540 1.245 0.253 -0.2625
O 5.89252 23.14237 -9.03357 3.665 1.321 1.488 -0.2478
C 6.66586 22.67728 -7.87985 0.432 -1.056 -0.745 -0.1095
C 5.98198 21.43615 -7.25698 -1.081 4.231 -3.066 -0.1817
H 4.91331 25.76247 -9.33797 -0.149 -0.253 0.046 0.0891
H 5.77226 26.02085 -10.83304 0.327 -0.309 -0.047 0.0862
H 4.78083 24.54196 -10.65327 -0.643 0.781 -0.403 0.0543
H 7.19441 24.06459 -10.41838 0.045 -0.445 0.020 0.1237
H 7.01130 24.97524 -8.93144 0.604 -0.814 0.728 0.1169
H 7.67773 22.45579 -8.21923 0.182 -0.215 -0.159 0.1281
H 6.79748 23.43756 -7.10994 -0.391 0.417 -0.155 0.1182
H 5.59833 20.68832 -7.95101 -0.685 4.433 -0.745 0.0458
H 5.06945 21.80564 -6.78915 0.891 0.436 -0.213 0.0747
H 6.55420 20.85319 -6.53530 0.349 0.968 -3.811 0.0638
```
Forces are in eV/Å.

Values from the calculation:
Lowest unoccupied orbital energy: -1.902 eV
Energy relative to the best compared isomer or geometry (same formula, charge and spin): 35.505 eV
Electronic energy: -65712.0698 eV

2.
# C34H56BClF5N2O3

A cluster of 3 separate species, C34H56BClF5N2O3 in total at a distorted geometry (ωB97M-V/def2-TZVPD, the OMol25 dataset).

Geometry as XYZ:
```
102
Properties=species:S:1:pos:R:3:forces:R:3:lowdin_charge:R:1
C -7.42114 2.52571 1.15607 -0.190 -0.281 0.125 -0.1081
O -6.27395 2.94333 1.86509 -0.142 -0.015 -0.415 -0.1654
C -5.32700 3.70360 1.14349 0.510 0.030 0.604 -0.2199
C -4.02692 2.94567 0.85576 0.178 0.312 -0.497 -0.1750
C -3.92977 2.36918 -0.55292 -0.392 -0.225 -0.202 -0.2087
C -4.87679 1.19443 -0.84874 0.313 0.492 0.557 -0.1833
C -4.80393 0.03411 0.17091 -0.530 -0.069 -0.971 -0.1708
C -4.53099 -1.33090 -0.49283 0.125 -0.207 0.796 -0.1848
C -3.25317 -2.04730 -0.01218 -0.085 0.190 -0.772 -0.1423
C -2.00956 -1.14916 0.14059 -0.223 -0.129 0.244 -0.0841
C -1.22637 -1.00690 -1.11611 0.682 0.002 0.045 -0.0879
N -1.92875 -0.68869 -2.19201 -0.413 0.052 0.287 0.1210
N -1.50922 -0.49441 -3.42213 0.056 -0.074 -0.174 0.1202
C -0.23687 -0.66969 -3.61406 -0.302 0.154 0.435 -0.6184
Cl 0.29530 -0.42623 -5.21114 0.030 0.096 -0.230 0.8546
C 0.67457 -1.00876 -2.56627 0.900 -0.387 0.178 -0.0916
C 2.10634 -1.20280 -2.93507 0.125 -0.005 -0.282 -0.0273
B 3.00140 0.12553 -2.78978 0.576 0.273 0.084 -0.6135
O 3.70094 0.58928 -3.88447 -0.689 0.128 0.152 0.1647
O 3.08482 0.82271 -1.60683 -1.180 -0.419 -0.037 0.1692
C 0.17089 -1.15266 -1.28011 -0.432 0.280 -0.542 0.0522
C 0.97879 -1.51832 -0.03809 -0.231 0.166 0.621 -0.4201
F 2.28195 -1.70946 -0.30072 0.278 0.056 -0.178 0.1402
F 0.50128 -2.74188 0.34567 -0.071 -0.251 -0.018 0.1011
C 0.83974 -0.54090 1.12080 -0.097 0.037 0.291 -0.1156
C 0.95948 0.83550 0.94824 -0.198 -0.217 0.432 0.0021
C 0.82364 1.68179 2.04725 -0.074 -0.009 0.045 -0.0258
C 0.54701 1.18103 3.31463 0.058 -0.592 -0.385 0.0222
C 0.41193 -0.19993 3.47829 0.203 0.578 -0.456 -0.0811
C 0.08897 -0.72191 4.85409 -0.484 0.274 -0.238 -0.6016
F -0.57586 0.22267 5.53716 0.057 0.101 0.326 0.1427
F -0.71337 -1.79382 4.82727 0.030 -0.290 -0.200 0.1457
F 1.17767 -1.04610 5.53851 0.360 -0.104 0.229 0.1802
C 0.57740 -1.04728 2.39348 0.058 -0.105 0.337 0.0526
H -7.42258 1.44126 1.01817 0.089 -0.076 -0.034 0.0704
H -8.30959 2.76564 1.73466 -0.066 0.129 0.080 0.0895
H -7.51245 2.98859 0.17402 0.062 0.172 -0.046 0.0854
H -5.73571 4.14130 0.23073 -0.194 -0.133 -0.123 0.1224
H -5.05321 4.54011 1.78600 -0.142 0.116 0.103 0.1204
H -3.22488 3.67838 0.94876 0.162 0.001 0.077 0.1099
H -3.85513 2.19838 1.62581 -0.078 -0.048 0.173 0.1059
H -2.90426 2.08897 -0.81466 0.166 -0.041 0.230 0.0933
H -4.19255 3.17316 -1.24207 0.111 0.069 -0.153 0.1124
H -5.88801 1.59269 -0.85321 -0.150 -0.036 -0.099 0.0936
H -4.68940 0.85931 -1.87048 -0.035 -0.160 -0.085 0.0981
H -5.78184 -0.02513 0.63635 -0.024 -0.034 0.288 0.1000
H -4.10723 0.25219 0.97304 0.119 -0.041 0.059 0.0922
H -5.36181 -1.98999 -0.25449 -0.053 -0.184 -0.135 0.1175
H -4.54654 -1.27215 -1.58213 -0.073 0.182 -0.147 0.0949
H -3.44665 -2.58755 0.90663 0.070 0.177 0.301 0.1226
H -3.01040 -2.81186 -0.75274 0.011 -0.243 0.096 0.1222
H -1.39841 -1.54231 0.93342 0.237 -0.096 0.026 0.1017
H -2.26217 -0.13199 0.44939 -0.132 0.045 0.080 0.1288
H -2.93145 -0.57489 -2.06540 -0.034 0.058 -0.189 0.1403
H 2.54782 -2.03376 -2.39808 0.092 0.051 0.275 0.1309
H 2.18413 -1.45664 -3.98497 -0.140 -0.105 -0.138 0.0831
H 3.13015 1.12340 -4.45030 0.350 -0.082 -0.446 0.1052
H 2.78040 1.72687 -1.75633 0.803 0.314 0.141 0.1084
H 1.14910 1.25457 -0.02446 0.081 0.024 -0.184 0.1052
H 0.91033 2.74919 1.90565 0.050 0.054 -0.003 0.1141
H 0.42596 1.81281 4.17890 -0.002 0.264 -0.072 0.1279
H 0.49120 -2.10719 2.58271 -0.041 -0.156 -0.234 0.1139
C 3.01144 -7.73405 4.85632 -0.078 0.053 0.071 -0.1091
C 1.49106 -7.69336 4.73224 0.088 -0.081 -0.035 -0.2686
C 0.99929 -7.64500 3.28649 -0.074 0.020 0.019 -0.2273
C 1.43845 -6.41018 2.49838 0.050 -0.022 -0.021 -0.2257
C 1.02451 -5.07571 3.11456 -0.013 0.070 -0.131 -0.2687
C -0.48468 -4.88587 3.21284 0.039 0.071 0.064 -0.1039
H 3.47574 -6.83586 4.44569 0.017 -0.012 -0.012 0.0641
H 3.30995 -7.80642 5.90249 0.032 -0.010 -0.010 0.0710
H 3.42137 -8.59885 4.33128 0.015 0.016 -0.027 0.0764
H 1.09957 -6.84139 5.29532 -0.023 -0.001 -0.010 0.0979
H 1.07593 -8.58606 5.20591 -0.029 0.022 0.019 0.1060
H -0.09247 -7.71321 3.28134 0.003 0.006 -0.016 0.1012
H 1.35615 -8.53503 2.75995 0.008 -0.007 0.011 0.1111
H 1.02382 -6.47824 1.48680 -0.007 0.019 0.001 0.1083
H 2.52481 -6.42082 2.37690 -0.002 -0.011 0.010 0.1029
H 1.43865 -4.27113 2.49731 0.068 -0.015 0.017 0.0852
H 1.47457 -4.95999 4.10398 -0.002 -0.013 0.002 0.1045
H -0.95862 -4.96125 2.22984 0.017 -0.064 -0.001 0.0730
H -0.71969 -3.90390 3.62591 -0.077 -0.029 0.017 0.0431
H -0.94011 -5.62915 3.86764 -0.039 -0.002 -0.026 0.0730
C 5.49960 4.38780 -2.18940 -0.044 0.100 0.051 -0.0991
C 4.14544 5.06658 -2.37643 0.061 -0.186 0.030 -0.2665
C 3.42891 4.64752 -3.65888 -0.150 0.052 0.011 -0.2339
C 4.15936 4.99312 -4.95691 0.087 -0.076 0.000 -0.2277
C 4.46987 6.47708 -5.14068 -0.106 0.030 -0.072 -0.2646
C 3.22417 7.35616 -5.20725 0.099 0.009 0.045 -0.1084
H 6.19558 4.65123 -2.98609 0.005 -0.023 -0.008 0.0706
H 5.95395 4.69005 -1.24549 0.023 -0.025 -0.005 0.0737
H 5.39376 3.30024 -2.17711 0.024 -0.010 -0.042 0.0694
H 4.26891 6.15143 -2.35105 -0.032 0.007 -0.018 0.1018
H 3.50625 4.81410 -1.52367 -0.014 0.068 0.008 0.0986
H 2.43205 5.09927 -3.67113 0.008 -0.005 -0.019 0.1015
H 3.26838 3.56002 -3.63295 0.035 -0.008 0.011 0.0833
H 3.55027 4.65096 -5.80023 -0.004 0.027 -0.008 0.1089
H 5.09208 4.42545 -5.01280 -0.008 -0.010 0.018 0.1042
H 5.03417 6.59605 -6.06824 0.036 -0.001 0.020 0.1076
H 5.12514 6.82875 -4.33968 0.017 -0.026 0.002 0.1008
H 2.57038 7.04356 -6.02407 -0.023 -0.009 0.015 0.0753
H 3.49760 8.39729 -5.37875 -0.033 0.008 -0.008 0.0724
H 2.65114 7.31805 -4.27913 -0.018 0.004 -0.009 0.0641
```
Forces are in eV/Å.

Values from the calculation:
Net charge: +1
Lowest unoccupied orbital energy: -4.523 eV
Electronic energy: -72071.5138 eV